1.
{
  "formula": "C21H5BrCl44O2",
  "method": "ωB97M-V with the def2-TZVPD basis set",
  "homo_energy_ev": -9.644,
  "smiles": "O=C1C=CC(=O)c2c(Br)cccc21.ClC(Cl)(Cl)Cl.ClC(Cl)(Cl)Cl.ClC(Cl)(Cl)Cl.ClC(Cl)(Cl)Cl.ClC(Cl)(Cl)Cl.ClC(Cl)(Cl)Cl.ClC(Cl)(Cl)Cl.ClC(Cl)(Cl)Cl.ClC(Cl)(Cl)Cl.ClC(Cl)(Cl)Cl.ClC(Cl)(Cl)Cl",
  "total_energy_ev": -646977.7289,
  "gap_ev": 8.38,
  "lumo_ev": -1.2612,
  "multiplicity": 1,
  "elements": ["O", "C", "C", "C", "C", "O", "C", "C", "Br", "C", "C", "C", "C", "H", "H", "H", "H", "H", "C", "Cl", "Cl", "Cl", "Cl", "C", "Cl", "Cl", "Cl", "Cl", "C", "Cl", "Cl", "Cl", "Cl", "C", "Cl", "Cl", "Cl", "Cl", "C", "Cl", "Cl", "Cl", "Cl", "C", "Cl", "Cl", "Cl", "Cl", "C", "Cl", "Cl", "Cl", "Cl", "C", "Cl", "Cl", "Cl", "Cl", "C", "Cl", "Cl", "Cl", "Cl", "C", "Cl", "Cl", "Cl", "Cl", "C", "Cl", "Cl", "Cl", "Cl"],
  "coordinates": [[0.40807, 0.40955, 1.30840], [0.13858, 1.43156, 0.73611], [1.18111, 2.36668, 0.22517], [0.94650, 3.67527, 0.29661], [-0.34578, 4.18099, 0.81051], [-0.43452, 5.21475, 1.41791], [-1.51177, 3.27759, 0.52220], [-2.81815, 3.72273, 0.29508], [-3.30103, 5.54496, 0.36577], [-3.81774, 2.79276, 0.00966], [-3.54764, 1.42944, -0.05188], [-2.25182, 0.97039, 0.17055], [-1.26015, 1.89339, 0.46539], [2.09908, 1.96801, -0.17904], [1.67101, 4.40980, -0.04239], [-4.82770, 3.13834, -0.16437], [-4.34211, 0.74018, -0.28263], [-2.00040, -0.08013, 0.12113], [0.01026, 1.94997, 4.88997], [-0.89825, 2.64686, 6.23446], [0.03229, 0.19187, 5.04141], [-0.74297, 2.39810, 3.35545], [1.65551, 2.58468, 4.89732], [3.13639, 6.31815, 5.54863], [2.16593, 5.60457, 4.26416], [2.38674, 5.96564, 7.11065], [4.76264, 5.62403, 5.51091], [3.23795, 8.06764, 5.32603], [-4.78044, -1.27473, -3.37404], [-4.03939, -0.12574, -2.23921], [-6.18911, -0.52521, -4.12925], [-3.60391, -1.71721, -4.62038], [-5.28440, -2.71408, -2.49708], [-2.80038, -5.13161, -0.84770], [-4.39535, -5.78903, -0.47053], [-2.62613, -4.96436, -2.59520], [-2.61286, -3.55306, -0.07303], [-1.54388, -6.21919, -0.25040], [-7.93955, -4.81167, -5.25753], [-6.29046, -4.18815, -5.22059], [-7.93041, -6.52673, -4.83628], [-8.92221, -3.92278, -4.08784], [-8.61844, -4.60475, -6.87478], [1.38941, 1.21016, -4.12915], [3.13732, 1.29006, -4.35978], [0.59284, 2.33520, -5.23190], [0.82627, -0.42900, -4.44592], [1.01391, 1.67392, -2.45645], [2.17852, -3.02771, -1.65355], [2.65710, -3.01590, -3.36141], [3.55031, -3.54292, -0.66657], [1.67596, -1.40637, -1.16817], [0.83821, -4.14853, -1.42171], [-0.66913, -5.87242, -5.97024], [0.15158, -4.76621, -4.86661], [-2.17786, -5.13127, -6.52485], [0.36992, -6.20662, -7.35738], [-1.03354, -7.38157, -5.12926], [3.11389, -0.28367, 7.64260], [3.49359, -0.24672, 5.91865], [4.52190, -0.87281, 8.53604], [2.70157, 1.34061, 8.19945], [1.74785, -1.36686, 7.92481], [6.15295, -3.43563, 3.99461], [7.78784, -2.78554, 3.83495], [6.23746, -5.17750, 4.28116], [5.33108, -2.64448, 5.34039], [5.24878, -3.12654, 2.50685], [5.00573, 4.93248, -2.05503], [3.61924, 4.13383, -1.29401], [4.42558, 6.02630, -3.31078], [5.89455, 5.84342, -0.83467], [6.06208, 3.71282, -2.77133]],
  "forces_ev_per_a": [[0.04, -0.55, -0.20], [0.08, 0.27, -0.57], [-0.07, 0.38, 0.40], [0.30, -0.11, -0.35], [-0.27, -0.32, -0.07], [0.02, 0.37, 0.03], [-0.43, -0.12, -0.15], [0.19, -0.43, 0.15], [-0.02, -0.07, -0.06], [-0.03, -0.08, 0.01], [0.45, 0.64, 0.50], [-0.10, 0.31, 0.24], [-0.04, 0.12, -0.06], [0.21, -0.14, 0.42], [-0.26, 0.01, 0.40], [0.02, 0.07, 0.00], [-0.06, 0.22, 0.52], [-0.01, -0.05, 0.05], [0.13, -0.04, 0.01], [0.00, 0.01, -0.02], [-0.04, 0.05, -0.03], [-0.33, 0.14, 0.60], [-0.07, -0.33, 0.07], [-0.02, -0.02, -0.01], [0.05, 0.43, -0.14], [0.00, -0.01, 0.02], [0.01, -0.01, 0.01], [0.00, -0.01, 0.00], [0.06, 0.02, -0.07], [-0.17, -0.65, -1.04], [0.02, 0.03, -0.01], [0.00, -0.03, 0.03], [0.00, 0.13, 0.28], [0.04, 0.08, -0.05], [0.00, 0.00, 0.00], [0.02, -0.01, -0.03], [-0.01, 0.01, 0.00], [-0.04, -0.10, 0.07], [-0.01, 0.00, -0.01], [-0.01, -0.13, -0.23], [0.00, 0.00, 0.00], [0.00, 0.01, 0.01], [0.00, 0.00, 0.00], [-0.04, -0.02, -0.05], [0.03, 0.00, 0.02], [0.00, 0.01, 0.01], [-0.14, 0.14, -0.06], [-0.11, -0.01, -0.60], [0.02, 0.07, -0.01], [0.09, -0.11, 0.16], [0.02, 0.00, -0.02], [0.05, -0.12, 0.08], [0.03, -0.01, -0.01], [-0.03, 0.01, 0.01], [0.02, -0.02, -0.05], [-0.02, 0.00, 0.02], [-0.01, 0.01, 0.00], [0.00, 0.01, 0.01], [-0.02, 0.05, -0.02], [-0.17, 0.22, 0.19], [0.02, -0.01, 0.00], [0.00, -0.01, 0.00], [0.01, -0.02, 0.01], [0.00, -0.05, 0.04], [0.00, 0.00, 0.00], [0.00, 0.01, -0.01], [0.24, -0.26, -0.15], [-0.01, 0.01, -0.01], [0.04, -0.01, -0.02], [0.33, 0.00, -0.23], [-0.01, 0.00, -0.01], [-0.01, 0.00, 0.00], [-0.01, -0.01, 0.00]],
  "mulliken_charge": [-0.616, -0.286, -0.848, 0.070, -0.548, -0.550, 1.312, -0.241, -0.141, -0.592, -0.884, -1.367, 1.460, 1.033, 0.267, 0.437, 0.977, 0.606, 0.258, -0.115, -0.070, 0.005, -0.034, 0.269, 0.008, -0.094, -0.108, -0.106, 0.153, -0.078, -0.093, -0.029, -0.031, 0.074, -0.094, 0.134, 0.024, -0.101, 0.289, 0.008, -0.102, -0.100, -0.103, 0.100, -0.087, -0.110, 0.007, 0.153, 0.087, -0.115, -0.079, 0.062, 0.029, 0.206, 0.049, -0.064, -0.111, -0.093, 0.327, -0.050, -0.109, -0.071, -0.088, 0.253, -0.102, -0.110, -0.026, -0.042, 0.258, -0.017, -0.105, -0.110, -0.096]
}

=====

2.
{
  "formula": "C12H26BBrFN2O3",
  "method": "ωB97M-V with the def2-TZVPD basis set",
  "charge": -1,
  "homo_energy_ev": -5.234,
  "total_energy_ev": -95423.9595,
  "gap_ev": 8.22,
  "lumo_ev": 2.9864,
  "multiplicity": 1,
  "elements": ["C", "C", "C", "B", "Br", "O", "C", "F", "C", "N", "C", "C", "C", "C", "C", "C", "O", "C", "N", "O", "H", "H", "H", "H", "H", "H", "H", "H", "H", "H", "H", "H", "H", "H", "H", "H", "H", "H", "H", "H", "H", "H", "H", "H", "H", "H"],
  "coordinates": [[-5.11122, 0.69968, 0.69483], [-3.77129, 0.27571, 1.60114], [-2.41113, 1.04673, 1.00696], [-1.20567, -0.05680, 0.83184], [-1.00892, -0.84319, 2.66514], [-1.69277, -0.88047, -0.29161], [-0.69901, -0.80980, -1.37567], [-0.89158, -2.15711, -2.02977], [-0.92991, 0.19686, -2.64864], [-1.43689, 1.57709, -2.29412], [0.70377, -0.62327, -0.48418], [0.97643, -2.16434, 0.03892], [1.96313, -2.27295, 1.34746], [1.41243, -3.44879, 2.39786], [2.08897, -0.29386, -1.29640], [2.54228, 1.28116, -1.29339], [1.53327, 2.21636, -1.83764], [3.13804, 1.79573, 0.18069], [3.57917, 3.26129, 0.01840], [0.15939, 0.37413, 0.47265], [-5.71926, 1.57438, 1.17904], [-4.83448, 0.91415, -0.42669], [-5.81036, -0.26779, 0.67178], [-3.69967, -0.90449, 1.48682], [-3.85352, 0.62933, 2.72212], [-2.10390, 1.97208, 1.68389], [-2.77699, 1.53161, -0.02062], [-1.66348, -0.25109, -3.44716], [0.12998, 0.34976, -3.17549], [-1.03149, 1.94853, -1.40725], [-2.47723, 1.62391, -2.21453], [1.53073, -2.73711, -0.84241], [0.00795, -2.77241, 0.28756], [3.01274, -2.68055, 0.96270], [2.09362, -1.22932, 1.87760], [1.53413, -3.01478, 3.50055], [0.24568, -3.64455, 2.27470], [2.01280, -4.46885, 2.28111], [2.99773, -0.92437, -0.86466], [1.98098, -0.63413, -2.42629], [3.47806, 1.35766, -2.03060], [1.21557, 2.81301, -1.09373], [2.36573, 1.67480, 1.05273], [4.11069, 1.16806, 0.44862], [4.30819, 3.49403, 0.74903], [4.00730, 3.30398, -0.93333]],
  "forces_ev_per_a": [[-0.18, -1.22, 0.57], [-0.05, 0.79, -0.86], [-1.41, 1.60, 0.14], [-0.94, 1.51, -1.61], [0.13, -1.11, 1.32], [2.35, 0.16, -2.59], [-1.29, -1.25, 0.65], [1.11, 1.99, 0.86], [0.39, 0.52, 0.04], [-0.25, -0.56, 0.24], [-1.27, -1.81, -1.00], [0.55, -0.59, 0.64], [0.15, -0.97, -0.30], [-0.20, 0.71, 0.59], [0.01, 1.14, -0.15], [1.27, 0.08, 0.49], [0.81, -0.45, 1.98], [0.49, -0.55, -0.31], [0.37, -1.23, 0.14], [1.85, -1.39, -1.72], [1.19, -1.50, -1.09], [-0.44, -0.24, 2.30], [1.24, 2.19, 0.06], [0.16, 2.67, 0.51], [-0.23, -1.13, -2.22], [-0.80, -1.85, -1.05], [1.03, -1.08, 2.06], [1.43, 0.60, 1.80], [-2.29, -0.48, 1.18], [-0.43, -0.81, -1.08], [1.41, -0.47, 0.10], [-1.38, 1.28, 1.64], [1.69, 1.55, -0.62], [-1.99, 1.18, 0.91], [-0.36, -2.20, -1.01], [-0.14, -1.20, -2.29], [2.62, 0.45, 0.11], [-1.28, 2.23, 0.25], [-1.97, 1.41, -0.68], [0.01, 0.68, 2.36], [-1.87, -0.15, 1.41], [0.70, -1.26, -1.18], [1.30, 0.27, -1.85], [-2.18, 0.78, -0.65], [-1.11, -0.46, -1.35], [-0.21, 0.18, 1.23]],
  "mulliken_charge": [-0.928, -0.300, -0.361, 0.679, -0.391, -0.627, 0.626, -0.463, -0.630, -0.576, 1.231, -1.393, -0.152, -0.951, -1.003, -0.179, -0.536, -0.392, -0.616, -0.510, 0.255, 0.222, 0.263, 0.146, 0.262, 0.113, -0.033, 0.394, 0.074, 0.209, 0.343, 0.365, 0.392, 0.259, 0.159, 0.215, 0.231, 0.298, 0.281, 0.370, 0.308, 0.412, 0.136, 0.302, 0.264, 0.231]
}

=====

3.
{
  "formula": "C38H30BrClLaN3O5",
  "method": "ωB97M-V with the def2-TZVPD basis set",
  "charge": -2,
  "homo_energy_ev": [-0.464, -0.403],
  "total_energy_ev": -138029.9766,
  "gap_ev": [4.55, 4.49],
  "lumo_ev": [4.0909, 4.0902],
  "multiplicity": 1,
  "elements": ["La", "C", "C", "C", "C", "N", "C", "C", "C", "C", "C", "C", "N", "H", "H", "H", "H", "H", "H", "H", "H", "C", "C", "C", "C", "N", "C", "C", "C", "C", "C", "C", "C", "H", "H", "H", "H", "H", "H", "H", "H", "Br", "C", "C", "C", "C", "C", "C", "C", "O", "O", "H", "H", "H", "H", "Cl", "C", "C", "C", "C", "C", "C", "C", "O", "O", "H", "H", "H", "H", "C", "O", "C", "C", "H", "H", "H", "H", "H", "H"],
  "coordinates": [[-0.30398, 0.20732, -0.19981], [3.49908, -0.19128, -3.02922], [3.19582, 0.59295, -4.15299], [2.02325, 1.30001, -4.19924], [1.10822, 1.23592, -3.11327], [1.41370, 0.44554, -2.04124], [2.56695, -0.22283, -2.01065], [-0.12943, 1.97646, -3.08393], [-0.54893, 2.83377, -4.14062], [-1.72461, 3.51984, -4.05631], [-2.54434, 3.37440, -2.90127], [-2.09929, 2.52417, -1.91882], [-0.94470, 1.84198, -1.97548], [4.41670, -0.75580, -2.94646], [3.88841, 0.64536, -4.98896], [1.79829, 1.90753, -5.06562], [2.75172, -0.81192, -1.11706], [0.07098, 2.94612, -5.02044], [-2.03260, 4.16637, -4.87296], [-3.48927, 3.88870, -2.79060], [-2.70118, 2.37162, -1.02882], [-1.26819, 3.55499, 3.30828], [-2.64289, 3.62126, 3.47513], [-3.45557, 2.76618, 2.75195], [-2.88294, 1.85014, 1.86525], [-1.54996, 1.79804, 1.71216], [-0.76834, 2.62121, 2.40939], [-3.70772, 0.97532, 0.99698], [-4.83331, 1.54473, 0.39899], [-5.52711, 0.93826, -0.63882], [-5.02379, -0.28314, -1.13204], [-3.95190, -0.90546, -0.55007], [-3.29416, -0.35869, 0.61287], [-0.58844, 4.19670, 3.85201], [-3.08214, 4.32509, 4.17681], [-4.52974, 2.76534, 2.89098], [0.30304, 2.51413, 2.22095], [-5.12398, 2.54488, 0.71066], [-6.37728, 1.42405, -1.10150], [-5.48795, -0.74551, -1.99859], [-3.57642, -1.82428, -0.97539], [5.51391, 3.45203, 3.95217], [4.65595, 1.74207, 3.56824], [5.14694, 0.60896, 4.27772], [4.49755, -0.64784, 3.97813], [3.48259, -0.75256, 3.08850], [2.97693, 0.43666, 2.35537], [3.65942, 1.72554, 2.66432], [1.98548, 0.37374, 1.50301], [1.32989, -0.80162, 1.23628], [1.51164, 1.46028, 0.84284], [5.95782, 0.69244, 4.99442], [4.84312, -1.54685, 4.49702], [3.01361, -1.71313, 2.89444], [3.34399, 2.62595, 2.15200], [4.68832, -5.85355, -1.25558], [3.19083, -4.95901, -1.51005], [2.79039, -4.02247, -0.57426], [1.60837, -3.32143, -0.78867], [0.84147, -3.56021, -1.92707], [1.26795, -4.51401, -2.84712], [2.44615, -5.21573, -2.64973], [-0.45835, -2.82028, -2.19088], [-1.22677, -3.26555, -3.05114], [-0.66429, -1.81761, -1.44014], [3.39217, -3.82816, 0.30365], [1.30363, -2.57222, -0.06064], [0.65307, -4.68844, -3.72083], [2.78659, -5.95605, -3.36381], [-1.08787, -1.14832, 3.38691], [-2.23495, -0.69190, 2.67901], [-2.36560, -1.11859, 1.32871], [-2.34213, -2.61462, 1.16849], [-0.90424, -0.43669, 4.19427], [-0.18768, -1.19223, 2.75487], [-1.26292, -2.13925, 3.83227], [-1.55080, -3.05600, 1.77579], [-2.14593, -2.91215, 0.13983], [-3.30219, -3.07074, 1.47937]],
  "forces_ev_per_a": [[-0.73, -0.48, 1.02], [-0.06, -0.09, 0.22], [-0.10, 0.15, -0.18], [0.11, -0.03, -0.04], [-0.41, 0.40, -0.24], [0.13, 0.06, -0.35], [0.12, 0.08, -0.19], [0.42, -0.16, -0.18], [0.03, -0.01, 0.01], [-0.10, 0.00, 0.09], [0.11, -0.01, -0.10], [0.09, 0.13, -0.25], [0.01, 0.32, -0.41], [0.00, 0.00, -0.02], [-0.05, 0.00, 0.06], [0.02, -0.03, 0.03], [-0.05, 0.04, 0.01], [-0.03, 0.00, 0.02], [0.02, -0.03, 0.06], [0.03, -0.02, -0.03], [-0.01, -0.08, 0.05], [0.11, -0.11, -0.10], [-0.15, -0.04, -0.02], [-0.03, 0.06, 0.17], [-0.38, -0.39, -0.21], [0.21, 0.16, -0.21], [0.14, 0.11, 0.19], [0.25, 0.17, 0.07], [-0.15, 0.01, -0.28], [0.20, -0.04, 0.17], [-0.04, 0.15, 0.02], [0.08, 0.26, 0.07], [-0.09, -0.07, 0.06], [-0.02, 0.00, 0.01], [0.03, -0.04, -0.05], [0.06, 0.03, -0.01], [-0.25, 0.06, 0.03], [-0.01, -0.04, -0.01], [0.03, 0.00, 0.02], [0.02, 0.02, 0.04], [-0.01, -0.06, 0.01], [-0.13, -0.31, -0.05], [0.99, -0.48, 1.01], [-0.75, -0.29, -0.62], [1.07, 0.83, 0.78], [-0.93, 1.12, -1.10], [4.93, 0.32, 4.29], [-1.18, -1.26, -0.79], [-5.24, -0.22, -4.44], [1.32, 1.59, 0.36], [0.76, -1.69, 1.13], [-0.19, -0.03, -0.16], [-0.06, 0.26, -0.11], [0.01, 0.21, -0.03], [-0.04, -0.16, 0.00], [-0.15, 0.09, -0.02], [0.10, -0.05, 0.02], [-0.03, 0.00, -0.03], [-0.07, 0.04, -0.05], [0.18, -0.16, -0.08], [0.01, 0.06, 0.07], [0.04, -0.07, -0.02], [-0.46, -0.44, -0.17], [0.39, 0.19, 0.23], [-0.04, 0.25, 0.02], [0.00, -0.01, 0.00], [0.06, -0.15, -0.11], [-0.01, 0.00, 0.03], [0.00, 0.04, 0.03], [-0.06, 0.07, -0.27], [0.20, -0.10, 0.23], [-0.04, -0.14, 0.26], [-0.12, -0.10, -0.02], [-0.05, 0.02, 0.02], [-0.25, -0.01, 0.12], [0.02, 0.09, -0.06], [0.03, -0.02, -0.02], [-0.02, 0.01, 0.02], [0.11, 0.03, -0.01]],
  "mulliken_charge": [2.092, -1.118, -0.481, -0.735, 0.239, 0.553, -0.299, 0.334, -0.825, -0.457, -0.951, 0.063, 0.322, 0.428, 0.365, 0.285, 0.438, 0.262, 0.376, 0.435, 0.006, -1.012, -0.565, -0.846, 0.385, 0.668, -0.828, 0.652, -0.633, -1.000, -0.691, -1.266, 0.929, 0.464, 0.378, 0.526, 0.586, 0.299, 0.346, 0.399, 0.191, -0.321, 0.162, -0.698, -0.489, -0.761, 0.504, -0.661, 1.169, -0.832, -1.084, 0.366, 0.330, 0.341, 0.456, -0.277, 0.451, -1.141, 0.142, 0.060, -0.446, -0.632, -0.296, -0.785, -0.073, 0.532, 0.723, 0.449, 0.393, -0.856, -0.394, 1.214, -1.558, 0.271, 0.192, 0.364, 0.396, 0.181, 0.300]
}